Entry 1:
Below is a cluster of 2 separate species, C9H7ClIN in total at a distorted geometry, with properties calculated with the ωB97M-V functional and the def2-TZVPD basis.

Structure (XYZ):
```
19
Properties=species:S:1:pos:R:3
C 0.194 1.853 -0.875
C -0.267 1.017 -1.888
C 0.394 1.363 0.397
C -0.518 -0.319 -1.636
C 0.166 0.007 0.683
C -0.295 -0.834 -0.364
C 0.383 -0.563 1.958
C 0.203 -1.922 2.158
C -0.218 -2.711 1.108
N -0.493 -2.165 -0.098
Cl -0.462 -4.393 1.253
I -4.032 -1.816 1.178
H 0.397 2.889 -1.088
H -0.428 1.412 -2.880
H 0.731 2.010 1.189
H -0.879 -0.966 -2.419
H 0.689 0.072 2.773
H 0.381 -2.373 3.121
H -0.920 -2.744 -0.810
```

Calculated values
- net charge = 0
- electronic energy (eV) = -31559.440
- strongest force on any atom (Eh/bohr) = 0.0335


Entry 2:
Below is a structure of composition C9H7DyNOS10 at a distorted geometry, with properties calculated with the ωB97M-V functional and the def2-TZVPD basis.

Structure (XYZ):
```
29
Properties=species:S:1:pos:R:3
Dy 1.261 -0.754 -0.023
S 3.987 -0.814 0.656
S 4.069 -2.593 -0.493
S 2.207 -3.206 -1.060
S 1.294 -1.895 -2.349
O 1.362 1.317 -0.731
N 0.994 2.570 -0.536
C 1.470 3.627 -1.367
C 0.885 4.831 -1.177
C -0.177 4.914 -0.238
C -0.559 3.998 0.601
C 0.168 2.769 0.511
S -0.192 1.452 1.567
H 2.259 3.210 -2.012
H 1.152 5.727 -1.650
H -0.572 5.914 0.011
H -1.206 4.032 1.470
C -2.805 -1.003 0.854
S -1.572 -1.253 -0.550
C -1.089 -2.900 -0.098
C -0.486 -3.147 1.082
S 0.262 -1.955 2.086
S -0.262 -4.846 1.456
C -1.001 -5.532 0.063
S -0.928 -7.168 -0.216
S -1.560 -4.311 -1.022
H -3.136 0.040 0.834
H -2.278 -1.276 1.791
H -3.544 -1.747 0.539
```

Calculated values
- spin multiplicity = 5
- net charge = -2
- electronic energy (eV) = -145422.081
- strongest force on any atom (Eh/bohr) = 0.0909


Entry 3:
Below is a cluster of 2 separate species, C9H7FNO3 in total at a distorted geometry, with properties calculated with the ωB97M-V functional and the def2-TZVPD basis.

Structure (XYZ):
```
21
Properties=species:S:1:pos:R:3
C -0.322 2.949 -0.415
C -0.821 2.240 0.660
C 0.812 2.496 -1.046
C -0.374 0.864 0.765
C 1.274 1.159 -1.001
C 0.585 0.324 -0.034
C 0.753 -1.091 0.247
C 1.554 -1.777 -0.567
C 2.812 -1.985 -1.174
N -0.651 -4.388 0.291
O 2.231 -3.081 -0.568
O 3.771 -1.580 -1.738
O 0.038 -1.677 1.102
F -0.562 -5.430 1.261
H -0.497 3.988 -0.573
H -1.576 2.628 1.367
H 1.381 3.064 -1.951
H -0.960 0.403 1.595
H 2.055 0.854 -1.681
H -0.360 -3.466 0.769
H 0.508 -4.171 0.022
```

Calculated values
- net charge = -1
- electronic energy (eV) = -19792.122
- strongest force on any atom (Eh/bohr) = 0.1100
- energy relative to the best compared isomer or geometry (same formula, charge and spin) (eV) = 5.2186


Entry 4:
Below is a cluster of 2 separate species, C9H7N2OS2 in total at a distorted geometry, with properties calculated with the ωB97M-V functional and the def2-TZVPD basis.

Structure (XYZ):
```
21
Properties=species:S:1:pos:R:3
C -2.023 -3.596 0.931
C 1.575 1.381 0.668
C 0.306 1.811 0.896
C 0.741 -0.109 -1.091
C 1.818 0.475 -0.368
C -0.802 1.329 0.118
C -0.565 0.256 -0.833
C -3.094 1.428 -0.041
C 3.262 0.039 -0.625
N -2.028 1.730 0.422
N -2.393 -2.497 0.867
O -2.619 -1.344 0.647
S -1.843 -0.608 -1.430
S -4.631 1.534 -0.326
H -1.907 -4.608 0.841
H 2.433 1.767 1.346
H -0.053 2.456 1.700
H 1.010 -0.806 -1.923
H 4.059 0.659 -0.282
H 3.462 -0.874 0.060
H 3.294 -0.422 -1.577
```

Calculated values
- net charge = +1
- electronic energy (eV) = -36131.940
- strongest force on any atom (Eh/bohr) = 0.0888
- energy relative to the best compared isomer or geometry (same formula, charge and spin) (eV) = 1.1582


Entry 5:
Below is the molecule C9H7NO at a distorted geometry, with properties calculated with the ωB97M-V functional and the def2-TZVPD basis.

Structure (XYZ):
```
18
Properties=species:S:1:pos:R:3
N -2.489 1.329 -1.552
C -1.930 0.226 -1.526
C -1.309 -1.104 -1.580
C -0.504 -1.397 -0.371
O -0.679 -2.525 0.243
C 0.368 -0.458 0.161
C 1.093 0.535 -0.521
C 1.849 1.481 -0.011
C 1.917 1.644 1.415
C 1.228 0.799 2.169
C 0.414 -0.255 1.589
H -2.140 -1.775 -1.732
H -0.829 -1.270 -2.454
H 1.004 0.627 -1.388
H 2.405 2.118 -0.661
H 2.405 2.374 1.710
H 1.159 0.949 3.394
H 0.092 -0.956 2.098
```

Calculated values
- net charge = 0
- electronic energy (eV) = -12979.148
- SMILES = N#CCC(=O)c1ccccc1
- strongest force on any atom (Eh/bohr) = 0.2665
- energy relative to the best compared isomer or geometry (same formula, charge and spin) (eV) = 5.0208


Entry 6:
Below is a structure of composition C9H8BN2O3STb at a distorted geometry, with properties calculated with the ωB97M-V functional and the def2-TZVPD basis.

Structure (XYZ):
```
25
Properties=species:S:1:pos:R:3
C 3.334 -0.116 0.214
C 2.585 -0.237 -1.147
B 1.314 0.644 -1.033
O 1.386 1.950 -1.488
C -0.118 0.230 -0.389
C -1.080 1.156 -0.454
C -2.391 0.895 0.041
N -3.408 1.744 -0.037
S -4.689 0.895 0.610
N -3.948 -0.478 1.067
C -2.704 -0.380 0.650
C -1.674 -1.351 0.712
C -0.474 -1.067 0.204
C 0.493 -2.204 0.204
O 0.687 -2.882 -0.774
O 1.062 -2.583 1.268
H 2.873 -0.726 0.981
H 3.270 0.913 0.563
H 4.369 -0.397 0.081
H 3.222 0.194 -1.911
H 2.415 -1.272 -1.426
H 1.280 2.554 -0.740
H -0.883 2.111 -0.914
H -1.866 -2.326 1.136
Tb -5.054 2.734 2.581
```

Calculated values
- spin multiplicity = 7
- net charge = +2
- electronic energy (eV) = -52510.791
- strongest force on any atom (Eh/bohr) = 0.0262


Entry 7:
Below is the molecule C9H8BrN3O2 at a distorted geometry, with properties calculated with the ωB97M-V functional and the def2-TZVPD basis.

Structure (XYZ):
```
23
Properties=species:S:1:pos:R:3
C -0.837 -2.396 0.698
N -0.571 -1.666 -0.529
C -0.400 -2.402 -1.698
O -0.784 -3.522 -1.942
N 0.405 -1.720 -2.569
C 0.891 -0.675 -1.879
O 1.803 -0.021 -2.378
N 0.324 -0.566 -0.628
C 0.253 0.589 0.164
C 1.326 1.472 0.280
C 1.170 2.713 0.880
C -0.022 3.031 1.509
Br -0.220 4.700 2.429
C -1.103 2.162 1.503
C -0.952 0.952 0.798
H -0.769 -1.713 1.564
H -1.848 -2.832 0.645
H -0.148 -3.248 0.879
H 1.028 -2.199 -3.207
H 2.271 1.241 -0.197
H 2.008 3.407 0.922
H -2.046 2.439 1.993
H -1.780 0.256 0.765
```

Calculated values
- net charge = 0
- electronic energy (eV) = -88070.515
- SMILES = Cn1c(=O)[nH]c(=O)n1-c1ccc(Br)cc1
- strongest force on any atom (Eh/bohr) = 0.0910
- energy relative to the best compared isomer or geometry (same formula, charge and spin) (eV) = 0.0000


Entry 8:
Below is a cluster of 2 separate species, C9H8BrNO2S2 in total at a distorted geometry, with properties calculated with the ωB97M-V functional and the def2-TZVPD basis.

Structure (XYZ):
```
23
Properties=species:S:1:pos:R:3
C 0.541 1.669 0.282
C 1.795 1.121 0.135
C -0.350 -0.501 0.739
C -0.502 0.871 0.755
C 2.013 -0.262 0.205
C 0.858 -1.061 0.333
C -2.772 1.128 1.628
C -3.442 -1.041 -0.663
C 4.147 -0.466 -0.816
N -1.698 1.409 1.261
O -3.855 1.073 2.021
O 3.227 -0.882 0.126
S -5.067 -0.536 -0.419
S -2.776 -1.092 -2.210
Br 1.101 -3.055 0.426
H 0.476 2.789 0.170
H 2.507 1.877 -0.098
H -1.100 -1.071 1.216
H 4.039 0.617 -1.211
H 4.197 -1.190 -1.537
H 5.051 -0.409 -0.075
H -4.744 -0.227 0.880
H -3.648 -0.760 -3.145
```

Calculated values
- net charge = 0
- electronic energy (eV) = -106756.771
- strongest force on any atom (Eh/bohr) = 0.1110
- energy relative to the best compared isomer or geometry (same formula, charge and spin) (eV) = 2.2331


Entry 9:
Below is a cluster of 2 separate species, C9H8ClF in total at a distorted geometry, with properties calculated with the ωB97M-V functional and the def2-TZVPD basis.

Structure (XYZ):
```
19
Properties=species:S:1:pos:R:3
C 1.049 -1.880 -0.493
C 1.061 -1.083 -1.620
C 0.566 -1.608 0.754
C 0.549 0.162 -1.409
C 0.119 -0.255 1.011
C 0.200 0.659 -0.078
C -0.268 2.832 0.962
C -0.166 2.074 -0.109
C -1.955 -0.878 0.847
F -1.759 -2.248 1.009
Cl -2.364 -0.643 -0.753
H 1.593 -2.799 -0.699
H 1.545 -1.497 -2.548
H 0.537 -2.365 1.647
H 0.387 0.883 -2.143
H -0.059 0.103 2.015
H -0.237 2.291 1.893
H -0.626 3.870 0.913
H -0.173 2.383 -1.200
```

Calculated values
- net charge = 0
- electronic energy (eV) = -24697.644
- strongest force on any atom (Eh/bohr) = 0.0582
- energy relative to the best compared isomer or geometry (same formula, charge and spin) (eV) = 3.9667


Entry 10:
Below is the molecule C9H8ClFINS at a distorted geometry, with properties calculated with the ωB97M-V functional and the def2-TZVPD basis.

Structure (XYZ):
```
22
Properties=species:S:1:pos:R:3
C -1.300 -1.317 0.376
N -0.274 -0.387 0.020
C 0.747 -0.656 -0.975
C 1.385 0.626 -1.305
S 3.113 0.590 -1.768
I -0.011 1.725 -3.274
C 1.014 1.496 -0.208
C 1.365 2.889 0.056
Cl 2.577 3.603 -0.953
C 0.749 3.562 1.085
C -0.121 2.867 1.915
F -0.684 3.404 3.013
C -0.647 1.627 1.559
C -0.117 0.873 0.461
H -1.553 -1.654 -0.634
H -0.884 -2.329 0.875
H -2.130 -0.786 1.009
H 0.308 -1.174 -1.906
H 1.609 -1.414 -0.547
H 2.950 -0.399 -2.695
H 1.009 4.555 1.411
H -1.354 1.265 2.287
```

Calculated values
- net charge = 0
- electronic energy (eV) = -45126.920
- SMILES = CN1C[C@@](S)(I)c2c(Cl)cc(F)cc21
- strongest force on any atom (Eh/bohr) = 0.0786
- energy relative to the best compared isomer or geometry (same formula, charge and spin) (eV) = 0.7884


Entry 11:
Below is a cluster of 2 separate species, C9H8ClNO in total at a distorted geometry, with properties calculated with the ωB97M-V functional and the def2-TZVPD basis.

Structure (XYZ):
```
20
Properties=species:S:1:pos:R:3
Cl 3.143 1.784 0.571
C 1.903 0.750 1.049
N 2.380 -0.300 1.753
C 1.494 -1.372 1.979
C 0.237 -1.406 1.417
C -0.291 -0.226 0.758
C -1.566 -0.158 0.210
C -2.008 0.895 -0.522
C -1.269 2.084 -0.426
C 0.034 2.029 0.037
C 0.558 0.871 0.598
H 1.801 -2.152 2.575
H -0.361 -2.337 1.430
H -2.116 -1.112 0.072
H -2.935 1.008 -1.169
H -1.625 3.142 -0.711
H 0.711 2.855 0.254
O 1.997 -0.215 -1.768
H 2.388 -1.033 -1.437
H 2.630 0.471 -1.791
```

Calculated values
- net charge = 0
- electronic energy (eV) = -25522.011
- SMILES = Clc1nccc2ccccc12.O
- strongest force on any atom (Eh/bohr) = 0.0813
- energy relative to the best compared isomer or geometry (same formula, charge and spin) (eV) = 0.0000


Entry 12:
Below is a cluster of 2 separate species, C9H8ClNO3 in total at a distorted geometry, with properties calculated with the ωB97M-V functional and the def2-TZVPD basis.

Structure (XYZ):
```
22
Properties=species:S:1:pos:R:3
C 2.719 -0.755 -0.157
C 1.700 -1.655 -0.248
C 2.506 0.599 -0.029
C 0.103 0.101 -0.146
C 0.382 -1.246 -0.345
C 1.148 1.024 0.044
C -1.941 -2.046 0.299
C -2.686 0.767 0.270
C -0.882 -2.046 -0.609
N 0.814 2.430 0.274
O 1.689 3.179 0.617
O -0.359 2.778 0.109
O -2.456 1.630 1.214
Cl -3.707 1.375 -0.872
H 3.638 -1.201 -0.486
H 1.919 -2.649 -0.201
H 3.215 1.360 0.243
H -0.977 0.463 -0.210
H -1.690 -1.670 1.283
H -1.354 -1.806 -1.572
H -0.869 -3.082 -0.710
H -2.912 2.451 1.232
```

Calculated values
- net charge = 0
- electronic energy (eV) = -29607.566
- strongest force on any atom (Eh/bohr) = 0.0585
- energy relative to the best compared isomer or geometry (same formula, charge and spin) (eV) = 7.8113